[1]
{
  "formula": "C3H11N2O",
  "method": "ωB97M-V/def2-TZVPD",
  "homo_lumo_gap_ev": 11.65,
  "total_charge": 1,
  "homo_ha": -0.5513,
  "de_lowest_kj_mol": 85.0,
  "symbols": ["C", "C", "N", "C", "N", "H", "H", "H", "H", "H", "H", "H", "H", "H", "H", "H", "O"],
  "xyz": [[1.143, -0.830, -1.557], [1.390, 0.295, -0.545], [0.215, 1.149, -0.311], [-0.706, 0.948, 0.596], [-1.880, 1.569, 0.597], [1.259, -0.403, -2.551], [2.017, -1.484, -1.494], [0.279, -1.386, -1.205], [1.736, -0.035, 0.436], [2.197, 0.948, -0.879], [0.085, 2.086, -0.683], [-0.613, 0.072, 1.228], [-2.092, 2.252, -0.119], [-2.429, 1.544, 1.450], [-1.487, -2.195, 2.154], [-0.229, -2.618, 1.439], [-0.886, -1.913, 1.445]]
}

***

[2]
{
  "formula": "C7H14OS",
  "method": "ωB97M-V/def2-TZVPD",
  "homo_lumo_gap_ev": 9.85,
  "total_charge": 0,
  "homo_ha": -0.3395,
  "de_lowest_kj_mol": 313.3,
  "symbols": ["C", "C", "C", "C", "C", "C", "C", "O", "S", "H", "H", "H", "H", "H", "H", "H", "H", "H", "H", "H", "H", "H", "H"],
  "xyz": [[1.246, -1.319, 0.695], [0.405, 0.926, -0.704], [1.505, 1.354, 0.229], [-0.144, -1.424, -0.188], [-0.681, 0.021, -0.169], [-1.312, 0.363, 1.150], [-1.895, 0.036, -1.131], [3.500, -0.311, -0.780], [2.858, 0.002, 0.529], [1.570, -2.371, 0.746], [0.848, -1.078, 1.710], [-0.086, 1.860, -0.928], [0.794, 0.338, -1.652], [1.929, 2.208, -0.140], [1.100, 1.586, 1.253], [-1.006, -2.160, 0.129], [0.096, -1.867, -1.240], [-2.160, -0.230, 1.533], [-1.480, 1.566, 1.250], [-0.525, 0.248, 1.900], [-1.509, 0.074, -2.276], [-2.535, 0.948, -0.908], [-2.515, -0.771, -1.007]]
}

***

[3]
{
  "formula": "C4H9NO2",
  "method": "ωB97M-V/def2-TZVPD",
  "homo_lumo_gap_ev": 10.88,
  "total_charge": 0,
  "smiles": "NC(=O)CCCO",
  "homo_ha": -0.3688,
  "de_lowest_kj_mol": 141.2,
  "symbols": ["N", "C", "O", "C", "C", "C", "O", "H", "H", "H", "H", "H", "H", "H", "H", "H"],
  "xyz": [[-1.796, 1.166, 1.422], [-0.831, 1.173, 0.448], [0.190, 1.823, 0.494], [-1.012, 0.159, -0.668], [0.276, -0.475, -1.158], [0.854, -1.553, -0.225], [2.253, -1.763, -0.330], [-2.779, 1.294, 1.321], [-1.445, 1.464, 2.321], [-1.726, -0.642, -0.457], [-1.608, 0.610, -1.483], [0.069, -1.024, -2.083], [0.984, 0.349, -1.277], [0.441, -1.367, 0.785], [0.331, -2.478, -0.488], [2.340, -2.618, 0.123]]
}

***

[4]
{
  "formula": "C22H31N3O5S",
  "method": "ωB97M-V/def2-TZVPD",
  "homo_lumo_gap_ev": 9.09,
  "total_charge": 0,
  "smiles": "COCCNC(=O)[C@H]1CCCN(S(=O)(=O)c2ccc3c(c2)C[C@H](C)N3C(=O)C2CC2)C1",
  "homo_ha": -0.3193,
  "de_lowest_kj_mol": 154.9,
  "symbols": ["C", "O", "C", "C", "N", "C", "O", "C", "C", "C", "C", "N", "S", "O", "O", "C", "C", "C", "C", "C", "C", "C", "C", "C", "N", "C", "O", "C", "C", "C", "C", "H", "H", "H", "H", "H", "H", "H", "H", "H", "H", "H", "H", "H", "H", "H", "H", "H", "H", "H", "H", "H", "H", "H", "H", "H", "H", "H", "H", "H", "H", "H"],
  "xyz": [[-2.627, -3.883, 0.602], [-3.706, -3.282, -0.062], [-4.519, -2.505, 0.793], [-5.429, -1.634, -0.070], [-4.736, -0.470, -0.582], [-5.038, 0.754, -0.113], [-5.962, 0.949, 0.658], [-4.282, 1.962, -0.692], [-4.121, 3.007, 0.421], [-3.047, 2.550, 1.404], [-1.723, 2.366, 0.669], [-1.849, 1.441, -0.436], [-1.492, -0.143, -0.073], [-1.967, -0.534, 1.226], [-1.902, -0.920, -1.212], [0.288, -0.070, -0.033], [0.977, -0.240, 1.151], [2.363, -0.176, 1.180], [3.030, 0.057, -0.014], [2.321, 0.229, -1.211], [0.948, 0.170, -1.230], [3.281, 0.484, -2.331], [4.649, 0.170, -1.696], [5.168, -1.194, -2.150], [4.400, 0.155, -0.250], [5.358, 0.138, 0.734], [5.066, 0.009, 1.907], [6.778, 0.289, 0.304], [7.765, 0.671, 1.377], [7.757, -0.722, 0.857], [-2.923, 1.727, -1.360], [-1.990, -3.128, 1.077], [-2.056, -4.417, -0.155], [-2.976, -4.589, 1.367], [-5.125, -3.165, 1.434], [-3.896, -1.867, 1.433], [-6.274, -1.270, 0.519], [-5.787, -2.232, -0.912], [-3.859, -0.671, -1.044], [-4.959, 2.365, -1.457], [-3.839, 3.970, -0.013], [-5.075, 3.120, 0.936], [-2.925, 3.282, 2.204], [-3.340, 1.596, 1.847], [-1.375, 3.325, 0.267], [-0.955, 1.966, 1.334], [0.414, -0.433, 2.051], [2.908, -0.306, 2.099], [0.376, 0.290, -2.136], [3.217, 1.525, -2.656], [3.085, -0.151, -3.194], [5.374, 0.950, -1.942], [4.422, -1.957, -1.939], [6.085, -1.456, -1.629], [5.366, -1.181, -3.219], [6.965, 0.659, -0.693], [8.575, 1.330, 1.103], [7.358, 0.838, 2.362], [7.352, -1.493, 1.495], [8.559, -1.050, 0.213], [-2.646, 2.643, -1.899], [-2.952, 0.908, -2.078]]
}